[1]
DFT (ωB97M-V/def2-TZVPD) results for a structure of composition C3H5O3Sn at a distorted geometry.

The multiplicity is 2. The expectation value of S² is 0.75. Its HOMO-LUMO gap (alpha / beta) is 9.8 / 8.2 eV. As for the charge: +2. As for the energy above the lowest of the compared OMol25 structures with the same formula, charge and spin: 1.172 eV. Its LUMO energy (alpha / beta) is -10.49 / -12.70 eV.

Each line ends with the Mulliken spin population.
CARTESIAN COORDINATES (ANGSTROEM)
1 O -0.200 0.038 -0.603  0.341
2 C -0.093 -0.375 0.671  0.196
3 C 0.096 -1.834 0.868  0.007
4 H -0.945 0.111 1.252  0.174
5 H -0.707 -2.398 0.372  0.028
6 H 0.097 -2.061 1.938  -0.003
7 H 1.053 -2.149 0.428  0.036
8 O 0.298 2.138 0.109  0.029
9 C -0.112 1.513 -0.836  -0.002
10 O -0.184 1.703 -2.061  0.003
11 Sn 0.079 2.846 -3.312  -0.001
12 H 0.618 0.467 1.174  0.192



[2]
DFT (ωB97M-V/def2-TZVPD) results for an isolated molecule of C3H9NO at a distorted geometry.

Its SMILES is COCCN. The multiplicity is 1. Its HOMO-LUMO gap is 10.3 eV. As for the charge: 0. As for the energy above the lowest of the compared OMol25 structures with the same formula, charge and spin: 1.498 eV. Its LUMO energy is 1.13 eV.

Each line ends with the natural charge from an NBO analysis.
CARTESIAN COORDINATES (ANGSTROEM)
1 C 2.181 -0.382 -0.048  -0.262
2 O 0.782 -0.552 -0.354  -0.523
3 C 0.073 0.506 0.179  -0.068
4 C -1.327 0.403 -0.339  -0.229
5 N -1.954 -0.876 0.022  -0.828
6 H 2.720 -1.243 -0.489  0.198
7 H 2.365 -0.334 1.064  0.169
8 H 2.632 0.556 -0.501  0.167
9 H 0.518 1.488 -0.139  0.161
10 H 0.064 0.548 1.263  0.153
11 H -1.859 1.298 0.069  0.160
12 H -1.288 0.456 -1.444  0.194
13 H -1.984 -0.908 1.055  0.346
14 H -2.922 -0.960 -0.338  0.361



[3]
DFT (ωB97M-V/def2-TZVPD) results for a cluster of 2 separate species, C25H31BO3S in total at a distorted geometry.

The multiplicity is 1. Its HOMO-LUMO gap is 2.9 eV. As for the charge: 0. As for the energy above the lowest of the compared OMol25 structures with the same formula, charge and spin: 8.140 eV. Its LUMO energy is -1.93 eV.

Each line ends with the natural charge from an NBO analysis.
CARTESIAN COORDINATES (ANGSTROEM)
1 C 0.416 0.648 4.495  -0.268
2 O 1.238 1.849 4.138  -0.579
3 C 0.965 2.781 3.152  0.153
4 C 0.230 2.213 2.020  -0.098
5 C 0.050 3.292 1.040  -0.225
6 C -0.988 3.231 0.145  -0.200
7 C -1.753 2.069 0.023  -0.243
8 C -1.408 0.917 0.747  -0.245
9 C -0.336 0.911 1.634  -0.132
10 H 0.364 0.705 5.588  0.193
11 H -0.567 0.673 4.010  0.200
12 H 1.025 -0.209 4.189  0.228
13 H 2.071 3.335 2.907  0.275
14 H 0.705 4.150 1.169  0.198
15 H -1.241 4.133 -0.397  0.208
16 H -2.616 2.079 -0.632  0.210
17 H -2.031 0.028 0.626  0.214
18 H 0.041 -0.031 2.051  0.225
19 C 2.471 4.189 7.056  -0.661
20 C 1.544 4.378 5.926  -0.085
21 C 1.795 5.190 4.805  -0.294
22 C 0.742 5.116 3.819  -0.093
23 C -0.110 3.990 4.043  -0.244
24 B 2.693 0.675 1.526  0.753
25 C -1.527 4.036 3.569  -0.073
26 C -2.388 2.956 3.914  -0.197
27 C -3.589 2.760 3.231  -0.203
28 C -4.046 3.702 2.316  -0.203
29 C -3.278 4.855 2.062  -0.225
30 C -2.055 5.018 2.705  -0.139
31 O 3.947 1.405 1.713  -0.821
32 C 4.911 0.317 1.852  0.205
33 C 5.113 -0.258 0.449  -0.635
34 C 6.188 0.924 2.342  -0.616
35 C 4.193 -0.661 2.789  0.242
36 C 4.324 -2.142 2.532  -0.623
37 C 4.396 -0.398 4.277  -0.635
38 O 2.787 -0.395 2.478  -0.843
39 S -0.022 3.690 5.829  0.444
40 H 3.353 4.830 6.945  0.232
41 H 1.995 4.396 8.022  0.237
42 H 2.816 3.148 7.059  0.248
43 H 2.693 5.783 4.718  0.233
44 H 0.748 5.685 2.914  0.232
45 H -2.121 2.285 4.706  0.212
46 H -4.185 1.851 3.428  0.220
47 H -4.996 3.535 1.765  0.219
48 H -3.649 5.608 1.341  0.220
49 H -1.479 5.940 2.529  0.202
50 H 5.910 -1.020 0.500  0.202
51 H 4.200 -0.699 -0.001  0.225
52 H 5.429 0.540 -0.250  0.224
53 H 6.952 0.124 2.427  0.204
54 H 6.531 1.689 1.612  0.224
55 H 6.037 1.409 3.326  0.217
56 H 5.370 -2.412 2.758  0.200
57 H 3.632 -2.707 3.196  0.218
58 H 4.042 -2.417 1.495  0.224
59 H 5.417 -0.694 4.595  0.206
60 H 4.239 0.657 4.558  0.222
61 H 3.682 -1.013 4.858  0.214



[4]
DFT (ωB97M-V/def2-TZVPD) results for a structure of composition C12H27AlFO24S7.

The multiplicity is 1. Its HOMO-LUMO gap is 6.0 eV. As for the charge: -1. As for the energy above the lowest of the compared OMol25 structures with the same formula, charge and spin: 0.306 eV. Its LUMO energy is 1.20 eV.

Each line ends with the Löwdin charge.
CARTESIAN COORDINATES (ANGSTROEM)
1 F -0.236 0.284 3.291  -0.347
2 Al -1.128 -1.185 3.399  -0.090
3 S -0.529 -2.940 1.977  0.252
4 H -0.976 -1.761 4.878  -0.104
5 H -2.673 -0.909 3.010  -0.116
6 H 0.781 -2.791 1.781  -0.304
7 C 0.568 1.580 -1.423  -0.161
8 C 1.111 0.226 -1.819  -0.170
9 O 2.081 -0.075 -0.802  -0.214
10 S 1.597 0.556 0.604  0.600
11 O 0.928 -0.438 1.346  -0.298
12 O 2.675 1.317 1.134  -0.219
13 O 0.491 1.543 0.004  -0.161
14 H 1.253 2.376 -1.715  0.113
15 H -0.415 1.776 -1.841  0.113
16 H 1.572 0.235 -2.802  0.118
17 H 0.339 -0.545 -1.785  0.125
18 C -3.118 2.309 -4.555  -0.155
19 C -3.500 1.144 -5.443  -0.154
20 O -2.269 0.430 -5.638  -0.184
21 S -1.365 0.552 -4.323  0.589
22 O -1.546 -0.601 -3.525  -0.189
23 O -0.075 1.004 -4.708  -0.221
24 O -2.159 1.763 -3.642  -0.193
25 H -2.635 3.106 -5.126  0.132
26 H -3.965 2.716 -4.009  0.140
27 H -3.907 1.460 -6.399  0.135
28 H -4.208 0.477 -4.946  0.139
29 C -1.132 0.680 7.159  -0.165
30 C -1.304 1.149 8.589  -0.174
31 O -2.447 0.429 9.066  -0.200
32 S -2.494 -1.018 8.361  0.586
33 O -1.927 -1.974 9.244  -0.229
34 O -3.790 -1.194 7.817  -0.219
35 O -1.449 -0.712 7.203  -0.228
36 H -1.834 1.171 6.483  0.138
37 H -0.120 0.821 6.789  0.140
38 H -1.475 2.220 8.663  0.130
39 H -0.445 0.872 9.205  0.129
40 C 5.128 -1.218 1.340  -0.149
41 C 4.165 -2.022 0.499  -0.151
42 O 4.959 -3.117 -0.003  -0.185
43 S 6.064 -3.514 1.077  0.588
44 O 5.610 -4.624 1.834  -0.222
45 O 7.330 -3.531 0.433  -0.235
46 O 5.952 -2.206 1.987  -0.189
47 H 5.771 -0.588 0.721  0.136
48 H 4.622 -0.603 2.079  0.132
49 H 3.748 -1.450 -0.320  0.112
50 H 3.357 -2.437 1.105  0.134
51 C -4.881 -3.290 1.126  -0.149
52 C -3.834 -3.150 0.048  -0.161
53 O -4.600 -3.038 -1.175  -0.196
54 S -5.970 -2.288 -0.878  0.575
55 O -5.842 -0.917 -1.228  -0.238
56 O -7.034 -3.076 -1.395  -0.239
57 O -5.944 -2.408 0.710  -0.189
58 H -5.280 -4.306 1.171  0.131
59 H -4.507 -3.001 2.105  0.129
60 H -3.160 -3.999 -0.002  0.126
61 H -3.254 -2.236 0.179  0.120
62 C 2.838 4.531 -5.758  -0.165
63 C 3.374 3.175 -6.163  -0.161
64 O 4.360 2.873 -5.168  -0.183
65 S 3.915 3.497 -3.761  0.609
66 O 3.273 2.493 -2.998  -0.206
67 O 4.989 4.262 -3.250  -0.206
68 O 2.783 4.484 -4.329  -0.185
69 H 3.517 5.335 -6.050  0.132
70 H 1.848 4.727 -6.163  0.134
71 H 3.827 3.180 -7.151  0.134
72 H 2.597 2.408 -6.121  0.131



[5]
DFT (ωB97M-V/def2-TZVPD) results for the ion C4H14N3 with charge +1 at a distorted geometry.

Its SMILES is C[C@](N)(CN)C[NH3+]. The multiplicity is 1. Its HOMO-LUMO gap is 10.0 eV. As for the charge: +1. As for the energy above the lowest of the compared OMol25 structures with the same formula, charge and spin: 2.081 eV. Its LUMO energy is -3.16 eV.

Each line ends with the natural charge from an NBO analysis.
CARTESIAN COORDINATES (ANGSTROEM)
1 C 0.992 -0.778 1.270  -0.646
2 C -0.017 -0.782 0.088  0.143
3 N -0.459 -2.131 -0.133  -0.846
4 C 0.630 -0.171 -1.301  -0.248
5 N 0.993 1.186 -1.112  -0.840
6 C -1.301 0.120 0.326  -0.257
7 N -1.050 1.598 0.396  -0.779
8 H 0.341 -0.722 2.118  0.217
9 H 1.493 -1.709 1.045  0.241
10 H 1.716 0.046 1.251  0.208
11 H -0.527 -2.602 0.701  0.377
12 H 0.066 -2.552 -0.891  0.388
13 H 1.494 -0.655 -1.614  0.204
14 H -0.147 -0.418 -1.993  0.219
15 H 0.857 1.600 -2.077  0.411
16 H 1.983 1.396 -0.777  0.423
17 H -1.866 -0.366 1.247  0.234
18 H -2.039 0.059 -0.462  0.228
19 H -1.812 2.277 -0.043  0.437
20 H -0.121 1.730 -0.305  0.454
21 H -0.938 1.980 1.356  0.430



[6]
DFT (ωB97M-V/def2-TZVPD) results for an isolated molecule of C10H17O2PS3 at a distorted geometry.

Its SMILES is COP(=S)(OC)S[C@H]1CC[C@H]2C=CC[C@@H]1S2. The multiplicity is 1. Its HOMO-LUMO gap is 9.2 eV. As for the charge: 0. As for the energy above the lowest of the compared OMol25 structures with the same formula, charge and spin: 0.000 eV. Its LUMO energy is 0.60 eV.

Each line ends with the natural charge from an NBO analysis.
CARTESIAN COORDINATES (ANGSTROEM)
1 C 1.186 -0.080 -3.218  -0.284
2 O 0.912 -1.399 -2.742  -0.805
3 P -0.141 -1.377 -1.485  1.674
4 S -1.835 -0.564 -2.051  -0.655
5 O -0.336 -2.910 -0.985  -0.799
6 C -0.820 -3.784 -2.020  -0.273
7 S 0.714 -0.154 -0.009  -0.062
8 C -0.678 0.527 0.962  -0.322
9 C -1.215 -0.617 1.821  -0.437
10 C -2.235 -0.201 2.925  -0.403
11 C -1.746 0.961 3.824  -0.353
12 C -0.489 0.552 4.493  -0.224
13 C 0.788 0.836 4.024  -0.168
14 C 1.084 1.462 2.657  -0.477
15 C -0.154 1.736 1.771  -0.366
16 S -1.424 2.503 2.788  0.214
17 H 1.815 0.453 -2.493  0.192
18 H 1.714 -0.106 -4.198  0.203
19 H 0.297 0.546 -3.415  0.215
20 H -0.827 -4.805 -1.655  0.204
21 H -1.812 -3.430 -2.295  0.209
22 H -0.223 -3.762 -2.940  0.194
23 H -1.483 0.918 0.283  0.268
24 H -0.354 -1.074 2.331  0.217
25 H -1.699 -1.358 1.144  0.235
26 H -2.431 -1.035 3.582  0.214
27 H -3.158 0.066 2.405  0.216
28 H -2.485 1.204 4.615  0.242
29 H -0.606 0.093 5.475  0.213
30 H 1.653 0.525 4.633  0.213
31 H 1.874 0.905 2.142  0.230
32 H 1.528 2.450 2.845  0.231
33 H 0.140 2.497 1.032  0.243



[7]
DFT (ωB97M-V/def2-TZVPD) results for a structure of composition C25H41N3P2Tm at a distorted geometry.

The multiplicity is 3. The expectation value of S² is 2.02. Its HOMO-LUMO gap (alpha / beta) is 7.4 / 4.8 eV. As for the charge: +1. As for the energy above the lowest of the compared OMol25 structures with the same formula, charge and spin: 1.029 eV. Its LUMO energy (alpha / beta) is -2.54 / -4.00 eV.

Each line ends with the Mulliken spin population.
CARTESIAN COORDINATES (ANGSTROEM)
1 Tm -0.089 -0.320 -0.227  1.068
2 C -0.498 2.320 2.230  0.267
3 C -1.490 1.306 2.049  0.043
4 C -0.004 0.598 3.666  0.209
5 C 0.444 1.856 3.179  0.206
6 C -1.193 0.256 2.977  0.151
7 C -0.513 3.683 1.663  -0.014
8 H -1.235 3.783 0.846  0.001
9 H 0.480 3.965 1.289  0.009
10 H -0.791 4.437 2.418  0.026
11 C 1.609 2.620 3.667  -0.007
12 H 1.976 3.302 2.886  0.000
13 H 2.431 1.949 3.951  0.005
14 H 1.353 3.227 4.552  0.012
15 C 0.587 -0.156 4.789  0.009
16 H 0.170 0.173 5.756  0.007
17 H 1.675 -0.019 4.840  0.002
18 H 0.380 -1.229 4.686  0.000
19 C -2.054 -0.903 3.286  -0.012
20 H -2.775 -0.675 4.089  0.035
21 H -1.453 -1.758 3.621  0.003
22 H -2.636 -1.231 2.416  0.006
23 C -2.763 1.442 1.287  0.022
24 H -3.578 1.809 1.944  -0.004
25 H -3.099 0.474 0.868  -0.002
26 H -2.661 2.157 0.455  0.000
27 C 1.476 -0.318 -3.095  0.001
28 C 0.649 0.787 -3.792  0.001
29 C -0.795 0.535 -4.257  -0.001
30 C -1.685 -0.569 -3.590  -0.002
31 C -1.360 -0.769 -2.084  -0.015
32 C -0.799 -2.187 -1.660  -0.007
33 C 0.418 -2.705 -2.452  0.001
34 C 1.098 -1.771 -3.457  0.000
35 H -0.754 0.303 -5.335  0.000
36 H -1.650 -1.513 -4.151  0.000
37 H -1.346 1.486 -4.181  0.000
38 H 0.559 -1.768 -4.420  0.000
39 H 2.500 -0.230 -3.530  0.000
40 H 1.222 1.229 -4.639  0.000
41 H 2.076 -2.229 -3.673  0.000
42 H 1.170 -3.128 -1.761  -0.001
43 H -1.674 -2.843 -1.847  0.003
44 H 0.090 -3.583 -3.037  0.000
45 H -2.733 -0.239 -3.673  0.000
46 H -2.244 -0.522 -1.460  0.001
47 P 1.150 1.936 -2.427  -0.001
48 C 2.569 3.004 -2.386  -0.001
49 C -0.342 2.567 -1.646  0.005
50 P -0.697 -2.993 0.244  -0.003
51 C 1.559 0.319 -1.707  0.001
52 C -2.439 -3.443 0.550  -0.002
53 C 0.095 -4.623 0.163  -0.001
54 H 3.231 2.762 -1.542  0.000
55 H 2.218 4.039 -2.259  0.000
56 H 3.143 2.948 -3.320  0.000
57 H -1.237 1.917 -1.690  -0.002
58 H -0.574 3.457 -2.250  0.001
59 H -0.162 2.853 -0.596  -0.007
60 H 0.408 -4.855 -0.862  0.000
61 H -0.612 -5.392 0.514  0.000
62 H 0.982 -4.624 0.817  0.000
63 H 2.561 0.246 -1.248  0.001
64 H -0.651 0.105 -1.995  -0.012
65 H -2.514 -3.870 1.566  0.000
66 H -2.750 -4.180 -0.209  0.000
67 H -3.090 -2.557 0.496  0.000
68 N 1.644 -0.847 1.023  -0.008
69 C 2.643 -0.731 1.654  -0.002
70 N 3.794 -0.663 2.157  0.001
71 C 4.111 -0.347 3.387  0.000
72 N 4.467 -0.063 4.473  0.000



> charge of number 2 (C3H9NO)?

0